Record 1
{
  "formula": "C9H20N4O2S",
  "method": "ωB97M-V with the def2-TZVPD basis set",
  "species": ["C", "C", "C", "C", "S", "O", "O", "N", "C", "N", "C", "N", "C", "C", "C", "N", "H", "H", "H", "H", "H", "H", "H", "H", "H", "H", "H", "H", "H", "H", "H", "H", "H", "H", "H", "H"],
  "coordinates": [[-1.17989, 2.28263, -3.65302], [0.13192, 2.35873, -2.88072], [0.41541, 1.04990, -2.14362], [1.63624, 1.13729, -1.24820], [1.42160, 2.32888, 0.11216], [1.45016, 3.67503, -0.36614], [2.34635, 1.96519, 1.15015], [-0.12493, 2.07069, 0.70780], [-0.44409, 0.77700, 1.12718], [-1.45412, 0.18865, 0.61908], [-1.70334, -1.15193, 1.06375], [-0.48065, -1.84297, 1.45391], [-0.72656, -3.22539, 1.82579], [0.55703, -4.04722, 1.85926], [0.18859, -1.09442, 2.49925], [0.37423, 0.27392, 2.08109], [-1.37123, 3.21850, -4.17135], [-1.14468, 1.48314, -4.39010], [-2.00961, 2.08658, -2.97772], [0.95049, 2.56630, -3.57344], [0.09539, 3.18221, -2.16738], [-0.45259, 0.76197, -1.54538], [0.57970, 0.25460, -2.87685], [1.84869, 0.19358, -0.75300], [2.51767, 1.48112, -1.78396], [-0.84123, 2.47261, 0.12106], [-2.14647, -1.69064, 0.21988], [-2.44601, -1.13283, 1.88596], [-1.24200, -3.29372, 2.80045], [-1.39121, -3.64289, 1.06564], [1.11859, -3.88737, 0.94313], [1.18293, -3.77897, 2.70596], [0.31039, -5.10263, 1.94087], [1.16585, -1.54400, 2.69234], [-0.39655, -1.10973, 3.44571], [1.26392, 0.73619, 2.21048]],
  "nbo_charge": [-0.601, -0.406, -0.432, -0.643, 2.300, -0.929, -0.960, -0.860, 0.570, -0.556, -0.064, -0.452, -0.214, -0.614, -0.043, -0.635, 0.212, 0.200, 0.204, 0.198, 0.215, 0.236, 0.217, 0.248, 0.248, 0.427, 0.195, 0.154, 0.164, 0.201, 0.215, 0.200, 0.215, 0.201, 0.152, 0.439],
  "max_force_ev_per_a": 1.1,
  "smiles": "CCCCS(=O)(=O)NC1=NCN(CC)CN1",
  "multiplicity": 1,
  "homo_lumo_gap_ev": 9.77
}

Record 2
{
  "formula": "C9H20NO2",
  "method": "ωB97M-V with the def2-TZVPD basis set",
  "species": ["C", "C", "C", "C", "N", "C", "C", "C", "O", "C", "C", "O", "H", "H", "H", "H", "H", "H", "H", "H", "H", "H", "H", "H", "H", "H", "H", "H", "H", "H", "H", "H"],
  "coordinates": [[3.28823, -0.74271, 0.72964], [2.89179, 0.10232, -0.58484], [2.24839, 1.55021, -0.23773], [0.73162, 1.70565, -0.73952], [-0.14719, 1.06365, 0.31798], [-1.52891, 1.66731, 0.44240], [-2.71425, 0.57947, 0.32417], [-2.55356, -0.65908, 1.33100], [-2.71822, -1.96016, 0.69833], [-1.51248, -2.29972, 0.02275], [-1.36879, -2.32195, -1.58444], [-0.45999, -2.56251, 0.66565], [4.27635, -0.36477, 1.16633], [2.43482, -0.74972, 1.49637], [3.48322, -1.84349, 0.44925], [3.87053, 0.33597, -1.14552], [2.20678, -0.56299, -1.20590], [2.85904, 2.39635, -0.68955], [2.32697, 1.66081, 0.90331], [0.63360, 1.06318, -1.69259], [0.43085, 2.76699, -1.00750], [0.29672, 1.02166, 1.24911], [-0.27917, 0.07799, 0.01495], [-1.60791, 2.11292, 1.49996], [-1.62727, 2.52293, -0.29730], [-3.67724, 1.13193, 0.62299], [-2.82626, 0.29601, -0.77311], [-3.37738, -0.59056, 2.12864], [-1.52466, -0.55112, 1.83704], [-2.33944, -2.73811, -2.01277], [-1.28386, -1.24521, -1.99724], [-0.43227, -2.86325, -1.93185]],
  "nbo_charge": [-0.628, -0.422, -0.434, -0.235, -0.543, -0.240, -0.471, -0.089, -0.520, 0.786, -0.730, -0.562, 0.230, 0.194, 0.240, 0.239, 0.202, 0.252, 0.211, 0.233, 0.246, 0.448, 0.451, 0.234, 0.246, 0.261, 0.238, 0.242, 0.175, 0.262, 0.216, 0.268],
  "max_force_ev_per_a": 4.6,
  "e_above_lowest_ev": 1.548,
  "smiles": "CCCC[NH2+]CCCOC(C)=O",
  "multiplicity": 1,
  "charge": 1,
  "homo_lumo_gap_ev": 11.06
}

Record 3
{
  "formula": "C9H20NO4",
  "method": "ωB97M-V with the def2-TZVPD basis set",
  "species": ["C", "C", "C", "C", "C", "C", "C", "C", "C", "N", "O", "O", "O", "O", "H", "H", "H", "H", "H", "H", "H", "H", "H", "H", "H", "H", "H", "H", "H", "H", "H", "H", "H", "H"],
  "coordinates": [[-0.56111, -1.60962, 1.46705], [4.31573, 0.54864, -1.47610], [2.50195, -0.27242, 1.32509], [3.13610, -0.32831, -1.00814], [-3.36217, 0.92880, 0.23862], [-2.00524, 1.37469, -0.24598], [-3.58703, -0.50827, -0.07656], [-0.61570, -0.77862, 0.42436], [2.37725, 0.25197, 0.10596], [-0.94704, 0.65601, 0.64009], [-0.42742, -2.91517, 1.32011], [-3.26015, -0.76152, -1.42132], [-0.45233, -1.04683, -0.97602], [1.50375, 1.40950, -0.03673], [-0.63922, -1.39054, 2.54052], [3.97400, 1.51263, -1.85984], [5.08013, 0.58476, -0.63575], [4.89700, 0.17991, -2.33577], [-0.20319, -3.11543, 0.31861], [3.26447, -1.04093, 1.35595], [2.16194, 0.00278, 2.28423], [2.54194, -0.60660, -2.01806], [3.44271, -1.23096, -0.67282], [-4.08694, 1.52022, -0.29093], [-3.43493, 1.03629, 1.40842], [-2.01867, 2.42056, -0.00459], [-1.68238, 1.19094, -1.33755], [-4.66357, -0.89031, -0.00228], [-3.03172, -1.15988, 0.65286], [-0.00313, 1.15152, 0.36514], [-1.34150, 0.78975, 1.58240], [-3.72410, -1.58744, -1.64765], [-1.31079, -0.97974, -1.53346], [1.71764, 1.59025, -0.94878]],
  "nbo_charge": [0.109, -0.617, -0.462, -0.473, -0.449, -0.220, -0.086, 0.294, 0.299, -0.596, -0.637, -0.749, -0.742, -0.719, 0.219, 0.205, 0.224, 0.235, 0.506, 0.214, 0.217, 0.220, 0.234, 0.250, 0.218, 0.237, 0.250, 0.198, 0.173, 0.488, 0.431, 0.500, 0.531, 0.498],
  "max_force_ev_per_a": 5.5,
  "e_above_lowest_ev": 2.290,
  "multiplicity": 1,
  "charge": 1,
  "homo_lumo_gap_ev": 9.44
}

Record 4
{
  "formula": "C9H20O7S2Si",
  "method": "ωB97M-V with the def2-TZVPD basis set",
  "species": ["C", "Si", "C", "C", "C", "C", "C", "C", "O", "S", "O", "O", "H", "H", "H", "H", "H", "H", "H", "H", "H", "H", "H", "H", "H", "H", "H", "H", "C", "C", "O", "S", "O", "O", "O", "H", "H", "H", "H"],
  "coordinates": [[3.25062, -2.38469, -1.09330], [2.82590, -0.57098, -1.31498], [2.73180, -0.14526, -3.13025], [4.14984, 0.48044, -0.51425], [1.17750, -0.14473, -0.41804], [0.39297, -1.28516, 0.24843], [-0.40226, -2.24477, -0.66416], [-0.56896, -1.82547, -2.11813], [-1.42045, -0.68532, -2.31103], [-1.22271, 0.54938, -1.26237], [-1.73443, 1.68651, -1.98455], [0.39988, 0.64679, -1.37126], [4.29401, -2.54269, -1.37785], [2.63120, -3.02615, -1.72504], [3.13594, -2.73002, -0.06355], [2.02843, -0.75714, -3.69553], [3.71886, -0.26683, -3.58443], [2.42596, 0.89520, -3.25415], [4.23134, 0.28053, 0.55697], [3.93706, 1.54493, -0.63894], [5.12650, 0.28739, -0.96450], [1.45406, 0.53632, 0.39616], [1.13657, -1.86043, 0.80707], [-0.28783, -0.86921, 0.99206], [0.06365, -3.23290, -0.66642], [-1.40446, -2.37523, -0.24867], [0.39930, -1.60426, -2.57314], [-1.04113, -2.62297, -2.68908], [-3.39188, 2.72227, 4.11391], [-4.22170, 3.23347, 2.94865], [-3.89957, 2.31238, 1.89419], [-3.69232, 0.84910, 2.48178], [-4.88646, 0.08859, 2.39623], [-2.47901, 0.33970, 1.95033], [-3.50351, 1.29300, 4.00334], [-2.34430, 3.01068, 4.02529], [-3.78658, 3.00152, 5.08659], [-3.93255, 4.22262, 2.60649], [-5.29130, 3.19338, 3.15614]],
  "nbo_charge": [-1.122, 1.616, -1.114, -1.116, -0.310, -0.457, -0.452, -0.078, -0.717, 1.765, -0.917, -0.747, 0.243, 0.237, 0.236, 0.238, 0.237, 0.255, 0.236, 0.242, 0.238, 0.207, 0.219, 0.235, 0.219, 0.227, 0.177, 0.205, -0.097, -0.101, -0.683, 2.554, -0.896, -0.911, -0.691, 0.196, 0.213, 0.218, 0.198],
  "max_force_ev_per_a": 0.2,
  "multiplicity": 1,
  "homo_lumo_gap_ev": 9.72
}

Record 5
{
  "formula": "C9H20OSi",
  "method": "ωB97M-V with the def2-TZVPD basis set",
  "species": ["C", "C", "C", "O", "Si", "C", "C", "H", "H", "H", "H", "H", "H", "H", "H", "H", "H", "H", "H", "C", "C", "C", "C", "H", "H", "H", "H", "H", "H", "H", "H"],
  "coordinates": [[0.30276, 2.03503, -0.81035], [0.57250, 1.41369, 0.48775], [1.34598, 0.35149, 0.71897], [1.26600, -0.29566, 1.95296], [2.44762, -1.00087, -0.10814], [2.35858, -0.84209, -2.16414], [4.18670, -1.03129, 0.68030], [0.58616, 3.07106, -0.87527], [-0.78304, 2.02933, -0.72851], [0.66205, 1.30742, -1.55989], [-0.04917, 1.63621, 1.39559], [0.72748, 0.15859, 2.62362], [1.66285, -2.25460, 0.18582], [2.98553, -1.60589, -2.58571], [1.39914, -1.09708, -2.62533], [2.68182, 0.11924, -2.41923], [4.58978, -2.02530, 0.88212], [4.91551, -0.42243, 0.10428], [4.18031, -0.51821, 1.65353], [-3.94846, 1.51371, -0.23158], [-3.67835, 0.23274, 0.52411], [-2.47630, -0.31768, 0.23868], [-2.00860, -1.74948, 0.70344], [-4.28124, 2.24267, 0.45864], [-4.70645, 1.45509, -1.01169], [-3.09234, 1.80508, -0.76972], [-4.35629, -0.05054, 1.42676], [-1.84068, 0.29515, -0.35102], [-2.11227, -2.43214, -0.19994], [-0.94761, -1.86170, 0.86186], [-2.58996, -2.16152, 1.54210]],
  "nbo_charge": [-0.642, -0.265, -0.067, -0.740, 1.282, -1.029, -1.098, 0.220, 0.212, 0.228, 0.183, 0.477, -0.178, 0.226, 0.234, 0.217, 0.247, 0.241, 0.254, -0.633, -0.199, -0.182, -0.654, 0.205, 0.211, 0.201, 0.207, 0.187, 0.215, 0.226, 0.215],
  "max_force_ev_per_a": 3.4,
  "e_above_lowest_ev": 3.154,
  "smiles": "C/C=C(/O)[SiH](C)C.C/C=C/C",
  "multiplicity": 1,
  "homo_lumo_gap_ev": 9.43
}

Record 6
{
  "formula": "C9H21AlNO2",
  "method": "ωB97M-V with the def2-TZVPD basis set",
  "species": ["C", "O", "C", "C", "C", "C", "C", "C", "O", "C", "C", "N", "H", "H", "H", "H", "H", "H", "H", "H", "H", "H", "H", "H", "H", "H", "H", "H", "H", "H", "H", "H", "H", "Al"],
  "coordinates": [[4.11486, -1.64499, 0.78411], [3.86798, -0.60678, -0.27090], [2.48394, -0.06516, -0.09821], [2.56530, 1.57018, -0.02673], [1.23677, 2.36071, -0.57000], [-0.18166, 1.56460, -0.36736], [-0.80102, 1.72190, 1.17798], [-1.75227, 0.46480, 1.62849], [-2.92297, 0.23662, 0.76684], [-2.66134, -0.76382, -0.28071], [-3.82057, -1.92868, -0.38750], [-3.53241, -2.70737, -1.68716], [3.47342, -2.60498, 0.59185], [3.94389, -1.23302, 1.86745], [5.25452, -1.96921, 0.64584], [2.06379, -0.45024, 0.92963], [1.83654, -0.43850, -1.01772], [2.92298, 1.91357, 1.05874], [3.46125, 1.89107, -0.74726], [1.33949, 2.72218, -1.70294], [1.14800, 3.36433, 0.07044], [-0.97718, 2.12550, -1.05886], [-0.18491, 0.44949, -0.72244], [-1.50857, 2.68258, 1.15570], [0.04152, 1.98250, 1.96832], [-2.18417, 0.74526, 2.70412], [-1.06363, -0.46993, 1.78391], [-2.61361, -0.22214, -1.34167], [-1.62635, -1.32554, -0.15142], [-4.90936, -1.49838, -0.47179], [-3.78452, -2.67429, 0.52620], [-3.62805, -1.98848, -2.46579], [-2.49231, -2.92970, -1.68767], [0.89064, -0.27406, -2.60348]],
  "nbo_charge": [-0.321, -0.362, -0.014, -0.472, -0.467, -0.448, -0.405, -0.114, -0.248, -0.083, -0.258, -0.448, 0.244, 0.246, 0.287, 0.241, -0.020, 0.294, 0.288, 0.265, 0.308, 0.272, 0.108, 0.291, 0.296, 0.313, 0.237, 0.272, 0.211, 0.309, 0.318, 0.399, 0.381, 1.081],
  "max_force_ev_per_a": 5.5,
  "multiplicity": 1,
  "charge": 3,
  "homo_lumo_gap_ev": 2.41
}

Copy entry 5 word for word.
{
  "formula": "C9H20OSi",
  "method": "ωB97M-V with the def2-TZVPD basis set",
  "species": ["C", "C", "C", "O", "Si", "C", "C", "H", "H", "H", "H", "H", "H", "H", "H", "H", "H", "H", "H", "C", "C", "C", "C", "H", "H", "H", "H", "H", "H", "H", "H"],
  "coordinates": [[0.30276, 2.03503, -0.81035], [0.57250, 1.41369, 0.48775], [1.34598, 0.35149, 0.71897], [1.26600, -0.29566, 1.95296], [2.44762, -1.00087, -0.10814], [2.35858, -0.84209, -2.16414], [4.18670, -1.03129, 0.68030], [0.58616, 3.07106, -0.87527], [-0.78304, 2.02933, -0.72851], [0.66205, 1.30742, -1.55989], [-0.04917, 1.63621, 1.39559], [0.72748, 0.15859, 2.62362], [1.66285, -2.25460, 0.18582], [2.98553, -1.60589, -2.58571], [1.39914, -1.09708, -2.62533], [2.68182, 0.11924, -2.41923], [4.58978, -2.02530, 0.88212], [4.91551, -0.42243, 0.10428], [4.18031, -0.51821, 1.65353], [-3.94846, 1.51371, -0.23158], [-3.67835, 0.23274, 0.52411], [-2.47630, -0.31768, 0.23868], [-2.00860, -1.74948, 0.70344], [-4.28124, 2.24267, 0.45864], [-4.70645, 1.45509, -1.01169], [-3.09234, 1.80508, -0.76972], [-4.35629, -0.05054, 1.42676], [-1.84068, 0.29515, -0.35102], [-2.11227, -2.43214, -0.19994], [-0.94761, -1.86170, 0.86186], [-2.58996, -2.16152, 1.54210]],
  "nbo_charge": [-0.642, -0.265, -0.067, -0.740, 1.282, -1.029, -1.098, 0.220, 0.212, 0.228, 0.183, 0.477, -0.178, 0.226, 0.234, 0.217, 0.247, 0.241, 0.254, -0.633, -0.199, -0.182, -0.654, 0.205, 0.211, 0.201, 0.207, 0.187, 0.215, 0.226, 0.215],
  "max_force_ev_per_a": 3.4,
  "e_above_lowest_ev": 3.154,
  "smiles": "C/C=C(/O)[SiH](C)C.C/C=C/C",
  "multiplicity": 1,
  "homo_lumo_gap_ev": 9.43
}